An isolated molecule of C3H5ClN2, computed with ωB97M-V/def2-TZVPD.

Positions of all 11 atoms, in Å:
C 1.9988 -0.4891 -0.7152
C 0.8979 0.2974 -0.1906
C -1.5970 0.4772 0.3606
H 2.3623 -1.5486 -0.5207
H 0.9364 1.4765 -0.5155
H -0.5602 -1.1060 0.7633
H -1.7543 1.1394 -0.5715
H -2.2947 -0.8296 1.4722
N -0.3150 -0.0713 0.5773
N -2.5144 -0.0152 1.0209
Cl 2.8402 0.6694 -1.6807

For the frontier orbital gap, the calculation gives 9.33 eV. As for the relative energy (zero: lowest compared OMol25 entry of this formula, charge and spin): 60.2 kcal/mol. The spin multiplicity is 1. As for the SMILES: [H]/N=C\N/C=C/Cl. The calculation puts the HOMO energy at -0.311 Eh.

---

An isolated molecule of C21H24O6, computed with ωB97M-V/def2-TZVPD.

Positions of all 51 atoms, in Å:
O -1.8031 -3.7303 3.3640
C -1.9134 -2.9601 2.4296
C -0.7753 -2.1399 1.9554
C 0.2309 -1.8104 2.8522
C 1.3140 -1.0494 2.4471
C 1.4187 -0.6248 1.1318
C 0.4055 -0.9702 0.2046
C -0.6735 -1.7230 0.6238
H -1.4380 -2.0166 -0.0774
O 0.5961 -0.5059 -1.0581
C -0.4116 -0.7264 -2.0197
C -0.0453 0.0640 -3.2772
O -0.4645 1.4068 -3.1564
C 0.5073 2.3844 -3.4427
C 1.5631 2.5802 -2.3430
O 1.1876 3.7006 -1.5590
C 2.2185 4.2380 -0.7784
C 2.7147 3.3061 0.3333
O 3.6578 2.4139 -0.2235
C 4.3121 1.5761 0.6871
C 3.3782 0.6727 1.5087
H 3.9826 -0.1051 1.9952
H 2.8670 1.2560 2.2876
O 2.4382 0.1116 0.6235
H 4.9647 0.9577 0.0676
H 4.9246 2.1622 1.3922
H 3.1861 3.8998 1.1320
H 1.8533 2.7676 0.7476
H 3.0806 4.5062 -1.4083
H 1.7972 5.1420 -0.3326
H 2.5477 2.7694 -2.7924
H 1.6343 1.6790 -1.7219
H -0.0512 3.3176 -3.5446
H 0.9996 2.1547 -4.3976
H -0.5598 -0.3856 -4.1385
H 1.0355 -0.0054 -3.4318
H -0.4806 -1.7968 -2.2586
H -1.3831 -0.3702 -1.6563
H 2.0788 -0.7982 3.1648
H 0.1506 -2.1476 3.8739
C -3.2065 -2.7978 1.7118
C -3.6426 -1.5548 1.2585
C -4.8676 -1.4388 0.6273
C -5.6629 -2.5576 0.4371
C -5.2411 -3.7943 0.8983
C -4.0241 -3.9124 1.5426
H -3.6842 -4.8663 1.9178
H -5.8652 -4.6648 0.7603
H -6.6156 -2.4631 -0.0630
H -5.2041 -0.4720 0.2824
H -3.0323 -0.6786 1.4228

For the frontier orbital gap, the calculation gives 8.65 eV. As for the relative energy (zero: lowest compared OMol25 entry of this formula, charge and spin): 65.2 kcal/mol. The spin multiplicity is 1. As for the SMILES: O=C(c1ccccc1)c1ccc2c(c1)OCCOCCOCCOCCO2. The calculation puts the HOMO energy at -0.308 Eh.

---

A cluster of 5 separate species, C17H44N2O6 in total, computed with ωB97M-V/def2-TZVPD.

Positions of all 69 atoms, in Å:
N 3.5930 0.0852 -1.6091
C 3.4155 0.6583 -2.9335
C 3.1358 2.1691 -2.9604
C 2.1878 2.7097 -1.8770
C 0.9967 3.5185 -2.3899
O 0.3641 2.9647 -3.5451
C -0.0912 1.7280 -3.2847
N -0.8454 1.5872 -2.0949
O 0.1261 0.8680 -4.0171
H 3.6713 0.7801 -0.8859
H 2.9039 -0.6134 -1.3897
H 4.3465 0.5297 -3.4823
H 2.6815 0.1194 -3.5101
H 4.0815 2.6871 -2.8670
H 2.7701 2.3988 -3.9501
H 1.8485 1.9258 -1.2092
H 2.7653 3.3859 -1.2633
H 0.2509 3.5627 -1.5976
H 1.3085 4.5323 -2.5764
H -1.5835 0.9265 -2.3266
H -0.2329 1.1977 -1.3919
C 0.6708 -3.1911 0.0326
C 0.9006 -2.0113 0.9649
C -0.4008 -1.5478 1.5946
O 1.4955 -0.9263 0.2449
H -0.0047 -2.9126 -0.7826
H 1.6102 -3.5085 -0.4220
H 0.2386 -4.0383 0.5668
H 1.6099 -2.2923 1.7432
H -1.1049 -1.2206 0.8219
H -0.2205 -0.6939 2.2485
H -0.8693 -2.3413 2.1785
H 0.8785 -0.6531 -0.4445
C 4.4270 -4.0044 4.4343
C 4.0075 -2.5565 4.2306
C 4.5729 -1.6565 5.3183
O 2.5821 -2.4606 4.2121
H 4.0510 -4.3824 5.3892
H 4.0107 -4.6373 3.6496
H 5.5129 -4.1072 4.4252
H 4.3508 -2.2104 3.2550
H 4.2015 -1.9616 6.3007
H 4.2601 -0.6239 5.1607
H 5.6631 -1.6919 5.3345
H 2.2534 -2.7615 5.0671
C -4.6245 -2.2057 -2.5366
C -4.1101 -0.9940 -1.7765
C -5.2334 -0.2788 -1.0421
O -3.4686 -0.0901 -2.6805
H -5.3572 -1.9035 -3.2898
H -3.8083 -2.7035 -3.0612
H -5.0958 -2.9233 -1.8639
H -3.3473 -1.3074 -1.0616
H -5.9849 0.0829 -1.7490
H -4.8483 0.5904 -0.5066
H -5.7222 -0.9410 -0.3263
H -4.1229 0.2031 -3.3253
C -2.7156 1.5696 1.1640
C -2.9919 3.0636 1.2072
C -3.9454 3.4814 0.0977
O -1.7673 3.7860 1.0909
H -2.2443 1.2952 0.2154
H -2.0284 1.2836 1.9614
H -3.6363 0.9928 1.2740
H -3.4176 3.3299 2.1755
H -3.5117 3.2612 -0.8820
H -4.1300 4.5555 0.1369
H -4.9012 2.9602 0.1789
H -1.3778 3.5618 0.2368

For the frontier orbital gap, the calculation gives 9.11 eV. The spin multiplicity is 1. As for the SMILES: NCCCCOC(N)=O.CC(C)O.CC(C)O.CC(C)O.CC(C)O. The calculation puts the HOMO energy at -0.312 Eh.

---

A cluster of 8 separate species, C16H48N4O8 in total, computed with ωB97M-V/def2-TZVPD.

Positions of all 76 atoms, in Å:
C -1.6828 -34.6584 -8.3832
O -2.6124 -34.4402 -9.3454
H -1.0283 -35.4818 -8.7434
H -2.2598 -35.0491 -7.5228
H -1.1543 -33.7241 -8.1927
H -3.3813 -34.0219 -8.9349
C -1.4391 -33.0423 -0.0865
O -2.1843 -33.7234 0.8912
H -0.5598 -32.5772 0.4227
H -1.9407 -32.2305 -0.5363
H -1.0783 -33.7365 -0.8101
H -2.8492 -33.1337 1.2459
C 3.5682 -34.5752 -4.7126
O 3.9407 -35.8666 -5.1653
N 4.4345 -33.6518 -4.6129
N 2.3988 -34.1768 -4.3864
H 5.4193 -34.0306 -4.6604
H 4.1878 -32.7426 -4.2446
H 1.6304 -34.9590 -4.3440
H 1.9779 -33.2268 -4.2326
C 1.5617 -35.0880 -7.8905
O 1.7798 -36.2572 -7.2029
N 1.3788 -35.1433 -9.1833
N 1.4813 -33.9200 -7.3019
H 1.2852 -36.0611 -9.6413
H 1.0805 -34.2565 -9.7045
H 1.6901 -33.8901 -6.2806
H 1.3065 -33.0162 -7.7468
C 3.7629 -36.2652 -1.4871
C 2.4148 -35.5268 -1.5672
C 1.4707 -35.9266 -0.5138
O 2.3821 -34.2664 -1.6256
H 3.6485 -37.3260 -1.6701
H 4.4273 -36.0989 -0.7198
H 4.2133 -35.9603 -2.4190
H 1.7477 -35.9522 -2.3782
H 1.2596 -36.9931 -0.4954
H 0.5811 -35.4265 -0.6709
H 1.8979 -35.6150 0.4073
H 2.3158 -34.1112 -2.5591
C -0.7371 -36.8606 -3.0777
C -0.2415 -36.9054 -4.5018
C -1.4001 -36.7323 -5.5125
O 0.6023 -36.0292 -4.7623
H -0.8371 -35.8755 -2.6307
H -0.1305 -37.5387 -2.4782
H -1.7395 -37.3373 -3.0405
H 0.2613 -37.8310 -4.7313
H -0.8586 -36.5818 -6.4572
H -1.8610 -35.7503 -5.2835
H -2.1997 -37.5220 -5.5277
H 1.0309 -36.0846 -5.6046
C -0.9318 -32.8815 -5.6408
C -0.2756 -32.1792 -4.5399
C -0.3775 -32.9849 -3.2119
O 0.9302 -32.0173 -4.8531
H -2.0002 -32.9713 -5.3618
H -0.6388 -33.8741 -5.8174
H -0.8488 -32.3287 -6.5858
H -0.8140 -31.2294 -4.4334
H -1.3992 -32.8126 -2.8514
H 0.3740 -32.7328 -2.4484
H -0.2832 -34.0584 -3.5093
H 0.8450 -31.4005 -5.5749
C -4.2211 -33.8393 -1.5991
C -3.4534 -35.0425 -2.1083
C -4.3300 -36.3182 -2.1289
O -3.0995 -34.8159 -3.2834
H -5.1327 -33.8394 -2.2172
H -3.6956 -32.7881 -1.6790
H -4.5559 -33.9351 -0.5954
H -2.6383 -35.1377 -1.3744
H -3.7648 -37.2306 -2.3851
H -5.2852 -36.2487 -2.6611
H -4.4987 -36.5387 -1.1046
H -2.3165 -35.3354 -3.3896

For the frontier orbital gap, the calculation gives 8.42 eV. As for the relative energy (zero: lowest compared OMol25 entry of this formula, charge and spin): 40.4 kcal/mol. The spin multiplicity is 1. As for the SMILES: NC(N)=O.NC(N)=O.CC(C)O.CC(C)O.CC(C)O.CC(C)O.CO.CO. The calculation puts the HOMO energy at -0.315 Eh.

---

Number 1: LUMO level 0.880 eV, E -686.9001 Ha. Number 2: LUMO level 0.285 eV, E -1265.9960 Ha. Number 3: LUMO level 0.607 eV, E -1235.0464 Ha. Number 4: LUMO level -0.145 eV, E -1459.0999 Ha.